Formula: CH4NOP
Source: the OMol25 dataset
Level of theory: wB97M-V/def2-TZVPD

ORCA input file:
```
! wB97M-V def2-TZVPD RIJCOSX def2/J DEFGRID3
* xyz 0 1
C 0.5366 -0.8555 -0.3787
N 2.1292 0.3850 0.7812
O 0.9323 0.2043 0.5522
P -2.1274 1.4562 0.9379
H 1.4089 -1.2105 -0.9291
H -0.2142 -0.4246 -1.0383
H 0.0961 -1.6592 0.2086
H -2.7615 2.1044 -0.1336
*
```

The value obtained for the HOMO energy (spin up / spin down) is -0.297 / -0.297 Eh.

Formula: CH4NOP
Source: the OMol25 dataset
Level of theory: wB97M-V/def2-TZVPD

ORCA input file:
```
! wB97M-V def2-TZVPD RIJCOSX def2/J DEFGRID3
* xyz 0 1
C 0.0580 -0.0666 0.5836
N 0.7196 0.2843 -0.6599
O -2.0784 -0.8443 -0.3906
P -1.5049 0.4774 -0.3097
H 1.6399 -0.1527 -0.8353
H 0.7441 1.3762 -0.6294
H -0.0800 -1.1598 0.5666
H 0.5016 0.0853 1.6747
*
```

The value obtained for the HOMO energy is -0.332 Eh.

Formula: CH4NOPS
Source: the OMol25 dataset
Level of theory: wB97M-V/def2-TZVPD

ORCA input file:
```
! wB97M-V def2-TZVPD RIJCOSX def2/J DEFGRID3
* xyz 0 1
C -0.5647 -1.0968 0.0722
N 0.6433 1.3681 0.3415
O 0.7421 -1.1431 0.4396
P -1.0157 0.9907 0.0804
S 1.6417 0.0866 -0.1841
H -0.5722 -1.2537 -1.0528
H -1.1862 -1.7975 0.5602
H 1.1400 1.8334 1.1655
H -0.8283 1.0123 -1.4224
*
```

The value obtained for the HOMO energy is -0.311 Eh.

Formula: CH4NOPS
Source: the OMol25 dataset
Level of theory: wB97M-V/def2-TZVPD

ORCA input file:
```
! wB97M-V def2-TZVPD RIJCOSX def2/J DEFGRID3
* xyz 0 1
C -0.5542 -0.4457 -0.5357
N 0.9784 1.2632 0.3413
O -0.0988 1.1434 -0.5307
P 0.9584 -1.4259 -0.0511
S 2.3152 0.3310 -0.1294
H -1.3868 -0.4398 0.2035
H -0.9887 -0.6632 -1.5645
H 1.1712 2.1921 0.6391
H 0.7134 -1.1367 1.4568
*
```

The value obtained for the HOMO energy is -0.302 Eh.

What relative energy (zero: lowest compared OMol25 entry of this formula, charge and spin) values result from the calculations? In sequence: 769.8 176.0 113.7 246.9 kJ/mol.